Entry 1:
{
  "formula": "C5H10",
  "method": "wB97M-V/def2-TZVPD",
  "symbols": ["C", "C", "C", "C", "C", "H", "H", "H", "H", "H", "H", "H", "H", "H", "H"],
  "coordinates": [[0.013, 1.971, -2.149], [0.183, 1.184, -1.111], [1.280, 0.580, -0.434], [-0.546, 0.369, -0.214], [-1.176, 0.966, 1.040], [0.867, 2.165, -2.781], [-0.938, 2.473, -2.270], [1.797, 1.068, 0.379], [1.499, -0.465, -0.611], [-0.571, -0.692, -0.406], [-1.651, 0.239, 1.690], [-0.347, 1.419, 1.582], [-1.843, 1.760, 0.707], [0.713, -6.147, 2.274], [0.719, -6.891, 2.304]],
  "e_above_lowest_ev": 4.227,
  "total_charge": 0,
  "smiles": "C=C1C[C@H]1C.[H][H]",
  "homo_energy_ev": -8.375,
  "e_tot_ha": -196.35307,
  "molar_mass_da": 70.13,
  "homo_lumo_gap_ev": 9.389
}

=====

Entry 2:
{
  "formula": "C5H10",
  "method": "wB97M-V/def2-TZVPD",
  "symbols": ["C", "C", "C", "C", "C", "H", "H", "H", "H", "H", "H", "H", "H", "H", "H"],
  "coordinates": [[1.789, -0.054, 0.147], [0.393, -0.126, -0.097], [-0.716, -0.922, 0.550], [-1.690, -0.196, -0.420], [-0.545, 0.735, -0.911], [2.209, 0.999, 1.402], [2.270, -0.880, 0.662], [2.409, 0.507, -0.546], [1.092, 0.655, 0.875], [-0.665, -2.014, 0.446], [-0.908, -0.695, 1.611], [-2.535, 0.311, 0.055], [-2.071, -0.851, -1.208], [-0.653, 1.776, -0.569], [-0.379, 0.755, -1.996]],
  "e_above_lowest_ev": 6.178,
  "total_charge": 0,
  "homo_energy_ev": -6.779,
  "e_tot_ha": -196.28137,
  "molar_mass_da": 70.13,
  "homo_lumo_gap_ev": 7.643
}

=====

Entry 3:
{
  "formula": "C5H10",
  "method": "wB97M-V/def2-TZVPD",
  "symbols": ["C", "C", "C", "C", "C", "H", "H", "H", "H", "H", "H", "H", "H", "H", "H"],
  "coordinates": [[-1.667, 0.066, 0.020], [-0.675, -0.583, 0.879], [-0.024, 0.433, -0.080], [1.301, 0.056, -0.710], [2.232, 1.337, -0.681], [-3.554, -2.338, 1.523], [-3.370, -2.660, 0.882], [-2.181, -0.347, -0.835], [-0.209, -1.560, 0.686], [-0.582, -0.390, 1.930], [0.015, 1.450, 0.310], [1.158, -0.308, -1.722], [2.689, 1.636, 0.251], [3.057, 0.981, -1.290], [1.809, 2.227, -1.161]],
  "e_above_lowest_ev": 8.107,
  "total_charge": 0,
  "homo_energy_ev": -7.589,
  "e_tot_ha": -196.21049,
  "molar_mass_da": 70.13,
  "homo_lumo_gap_ev": 6.116
}

=====

Entry 4:
{
  "formula": "C5H10AlO3",
  "method": "wB97M-V/def2-TZVPD",
  "symbols": ["O", "C", "C", "O", "C", "C", "O", "C", "Al", "H", "H", "H", "H", "H", "H", "H", "H", "H", "H"],
  "coordinates": [[-0.198, -1.716, -1.843], [-1.159, -0.841, -2.423], [-0.728, 0.565, -2.356], [-0.632, 0.897, -0.727], [0.596, 1.253, -0.135], [0.579, 0.763, 1.298], [0.223, -0.625, 1.284], [0.288, -1.251, 2.559], [-0.876, -0.985, -0.244], [-1.500, -1.136, -3.430], [-1.428, 1.287, -2.798], [0.319, 0.736, -2.667], [0.758, 2.343, -0.141], [1.427, 0.771, -0.677], [-0.158, 1.312, 1.905], [1.572, 0.877, 1.757], [-0.027, -2.293, 2.435], [1.320, -1.222, 2.934], [-0.375, -0.734, 3.268]],
  "e_above_lowest_ev": 2.108,
  "total_charge": 1,
  "homo_energy_ev": [-12.678, -11.498],
  "e_tot_ha": -664.34919,
  "molar_mass_da": 145.11,
  "homo_lumo_gap_ev": [7.725, 6.491]
}

=====

Entry 5:
{
  "formula": "C5H10BN",
  "method": "wB97M-V/def2-TZVPD",
  "symbols": ["C", "B", "C", "N", "C", "C", "C", "H", "H", "H", "H", "H", "H", "H", "H", "H", "H"],
  "coordinates": [[0.635, 2.069, -0.316], [0.886, 0.520, 0.084], [2.348, 0.105, 0.103], [3.394, -0.359, 0.131], [-0.178, -0.634, 0.433], [-1.642, -0.045, 0.585], [-0.398, -1.811, -0.605], [1.297, 2.302, -1.029], [0.777, 2.681, 0.506], [-0.443, 2.352, -0.644], [0.008, -0.938, 1.493], [-2.162, -0.426, -0.335], [-1.463, 1.002, 0.600], [-1.998, -0.417, 1.502], [-0.561, -1.493, -1.532], [0.598, -2.343, -0.632], [-1.098, -2.567, -0.343]],
  "e_above_lowest_ev": 2.132,
  "total_charge": 0,
  "smiles": "CB(C#N)C(C)C",
  "homo_energy_ev": -10.874,
  "e_tot_ha": -276.06955,
  "molar_mass_da": 94.95,
  "homo_lumo_gap_ev": 10.524
}

=====

Entry 6:
{
  "formula": "C5H10BN",
  "method": "wB97M-V/def2-TZVPD",
  "symbols": ["C", "C", "B", "C", "C", "H", "H", "H", "H", "H", "H", "H", "C", "N", "H", "H", "H"],
  "coordinates": [[-2.391, 1.182, 1.677], [-1.480, 1.282, 0.716], [-0.081, 0.773, 0.825], [1.176, 0.359, 1.293], [2.596, 0.448, 0.773], [-3.439, 1.371, 1.443], [-2.122, 0.872, 2.667], [-1.825, 1.421, -0.266], [1.098, 0.228, 2.380], [2.707, 1.322, 0.034], [2.892, -0.415, 0.069], [3.241, 0.696, 1.641], [-0.804, -2.163, -2.568], [0.012, -1.273, -2.239], [-0.653, -2.725, -3.554], [-1.779, -2.254, -2.113], [0.852, -1.123, -2.780]],
  "e_above_lowest_ev": 4.875,
  "total_charge": 0,
  "smiles": "C=C/B=C/C.C=N",
  "homo_energy_ev": -7.493,
  "e_tot_ha": -275.96875,
  "molar_mass_da": 94.95,
  "homo_lumo_gap_ev": 8.250
}